No. 1
{"formula": "C16H28FO9S", "method": "the ωB97M-V functional and the def2-TZVPD basis", "elements": ["C", "C", "C", "F", "C", "C", "C", "C", "C", "O", "C", "S", "C", "O", "O", "H", "H", "H", "H", "H", "H", "H", "H", "H", "H", "H", "H", "H", "H", "H", "H", "H", "H", "H", "H", "C", "C", "O", "C", "O", "O", "H", "H", "H", "H", "C", "C", "O", "C", "O", "O", "H", "H", "H", "H"], "coordinates": [[-4.3519, 0.6219, 3.8432], [-3.6620, 1.3798, 2.5214], [-2.2161, 0.6540, 2.2871], [-1.2974, 1.1545, 3.3671], [-1.4910, 0.9463, 0.8516], [-2.0960, 2.2629, 0.0736], [-0.8176, 2.8665, -0.8221], [-1.1747, 3.0821, -2.4055], [0.1911, 3.2896, -3.3494], [1.4091, 3.4357, -2.5397], [2.6325, 3.4471, -3.3521], [-1.8994, -0.5183, -0.3069], [-3.5654, -1.2978, 0.0302], [-0.7767, -1.5834, 0.0030], [-1.7432, -0.1687, -1.8062], [-5.4907, 0.3695, 3.6780], [-4.1282, 1.1915, 4.8498], [-3.8087, -0.4360, 3.9450], [-4.3884, 1.2837, 1.5807], [-3.4978, 2.5261, 2.7895], [-2.2512, -0.5241, 2.4237], [-2.4165, 3.1470, 0.7702], [-2.9396, 1.9339, -0.6989], [-0.5481, 3.9436, -0.3832], [0.1322, 2.1995, -0.6140], [-1.8610, 4.0508, -2.5319], [-1.7581, 2.1943, -2.9105], [0.0491, 4.2517, -4.0420], [0.3147, 2.3875, -4.1214], [2.4735, 3.6036, -4.5002], [3.3120, 4.3247, -2.9199], [3.2664, 2.4557, -3.1669], [-4.3117, -1.2671, -0.9006], [-4.1611, -0.8529, 0.9327], [-3.3962, -2.4499, 0.2907], [3.6248, -1.0409, -0.2642], [2.1806, -0.6639, -0.3355], [2.2056, 0.7455, -0.2127], [3.4428, 1.1571, -0.6171], [3.7552, 2.3218, -0.8009], [4.2840, 0.0959, -0.7898], [3.8528, -1.9302, -0.8581], [3.9647, -1.2026, 0.7641], [1.7266, -0.9273, -1.2966], [1.5931, -1.1131, 0.4700], [2.9577, -6.0039, 0.9115], [1.6206, -5.3398, 0.9763], [1.8883, -4.1364, 1.6708], [3.2143, -3.8632, 1.4950], [3.7498, -2.8149, 1.8144], [3.8621, -4.9153, 0.9145], [3.0798, -6.6067, 0.0074], [3.1563, -6.6308, 1.7870], [1.2266, -5.0954, -0.0158], [0.8826, -5.9418, 1.5135]], "forces_ev_per_angstrom": [[0.60, -0.83, -0.31], [-0.04, -0.45, 1.36], [0.53, 0.01, -1.72], [-1.67, -0.73, -1.45], [-3.04, 0.07, 0.05], [1.32, -0.18, -1.15], [-0.10, 0.64, 0.34], [0.50, 0.34, -0.61], [-0.57, 0.08, -0.84], [-0.27, -0.16, -2.28], [1.30, 0.12, 0.67], [5.45, -0.58, -1.11], [-2.15, -2.06, -0.12], [-4.02, 2.09, -0.11], [-1.64, -0.36, 3.73], [2.16, 0.84, 0.53], [-0.72, -1.06, -2.10], [-1.22, 2.26, -0.15], [1.85, 0.21, 1.99], [-0.32, -2.52, -0.79], [-0.09, 2.49, 0.03], [0.26, -1.99, -1.13], [1.44, 1.07, 1.67], [-0.50, -2.23, -0.98], [-2.14, 1.26, -0.77], [1.52, -2.02, 0.33], [1.14, 1.55, 1.43], [0.35, -1.78, 1.44], [-0.24, 1.64, 1.79], [-0.02, -0.23, 2.10], [-1.46, -1.82, -1.05], [-1.55, 2.04, -0.52], [1.95, 0.12, 1.83], [1.51, -0.49, -1.64], [-0.15, 2.53, -0.65], [0.38, -0.65, 0.50], [-0.90, -0.95, 0.14], [1.37, 0.76, -0.33], [-0.10, 1.89, -0.11], [-0.34, -2.30, 0.46], [-0.18, 1.11, -0.36], [0.14, 0.18, 0.00], [-0.08, 0.28, -0.53], [-0.07, 0.06, 0.14], [-0.10, 0.29, -0.24], [0.22, -1.02, -0.20], [-1.05, -0.35, -0.32], [1.13, 0.31, 0.05], [0.71, 2.15, 0.81], [-1.15, -2.94, -0.28], [-0.17, 0.77, 0.25], [0.14, 0.19, 0.12], [-0.01, 0.06, -0.04], [0.02, 0.01, 0.11], [0.07, 0.28, 0.00]], "total_charge": -1, "multiplicity": 1, "homo_ev": -3.6}



No. 2
{"formula": "C7H9BrN3S", "method": "the ωB97M-V functional and the def2-TZVPD basis", "elements": ["C", "S", "C", "N", "C", "C", "N", "C", "Br", "C", "N", "C", "H", "H", "H", "H", "H", "H", "H", "H", "H"], "coordinates": [[3.6944, -0.6927, 0.5280], [2.0083, -1.4759, 0.3295], [1.0200, -0.1427, 0.0145], [1.2269, 1.0940, -0.1201], [0.0851, 1.9607, -0.4825], [-1.2805, 1.6445, 0.1043], [-1.5374, 0.2197, 0.0300], [-2.7107, -0.5081, -0.0671], [-4.3626, 0.2333, 0.0270], [-2.3302, -1.8219, -0.0927], [-0.9795, -1.8276, -0.2900], [-0.5367, -0.5821, -0.1063], [4.4412, -1.3223, 0.9536], [3.3402, 0.1170, 1.0807], [4.0620, -0.4177, -0.4524], [0.0912, 2.0173, -1.5260], [0.4144, 3.0358, -0.2228], [-1.2065, 1.6775, 1.2353], [-2.0823, 2.1031, -0.3823], [-3.0297, -2.7539, -0.3185], [-0.3276, -2.5579, -0.2425]], "forces_ev_per_angstrom": [[-1.38, -0.62, -1.82], [1.54, -1.33, 0.21], [-3.83, 0.94, -0.50], [0.03, -0.05, 0.15], [1.50, 1.93, 1.47], [1.79, -1.20, 2.95], [-0.54, -0.05, -1.55], [0.71, -0.84, 0.98], [-0.71, 0.39, 0.01], [-2.80, -2.16, -2.13], [-0.21, 1.46, 1.17], [3.92, -1.36, -0.21], [-0.10, -0.67, 0.82], [0.61, 1.65, 1.12], [-0.18, 0.32, -0.15], [-0.35, -0.26, -1.89], [-0.83, -1.66, 0.07], [-0.50, 1.51, -1.15], [-1.13, 1.33, -0.27], [1.85, 2.25, 0.81], [0.59, -1.58, -0.11]], "total_charge": 1, "multiplicity": 1, "homo_ev": -12.9, "smiles": "CSC1=NCCn2c(Br)c[nH+]c21", "e_above_lowest_kcal_mol": 0.00}



No. 3
{"formula": "CH3F", "method": "the ωB97M-V functional and the def2-TZVPD basis", "elements": ["C", "F", "H", "H", "H"], "coordinates": [[-0.0276, -0.0208, -0.0387], [1.2939, -0.0096, 0.0404], [-0.2871, -0.8807, -0.4765], [-0.7085, 0.0015, 0.9406], [-0.2706, 0.9096, -0.4659]], "forces_ev_per_angstrom": [[-2.40, 2.46, 3.55], [2.58, -0.17, 1.28], [-1.43, -2.92, -2.38], [2.19, -0.15, -1.09], [-0.94, 0.79, -1.35]], "multiplicity": 1, "homo_ev": -11.7, "smiles": "CF", "e_above_lowest_kcal_mol": 13.38}



No. 4
{"formula": "C14H28N7O4", "method": "the ωB97M-V functional and the def2-TZVPD basis", "elements": ["C", "N", "C", "O", "C", "C", "C", "C", "N", "C", "N", "N", "N", "C", "O", "C", "C", "C", "C", "N", "O", "N", "C", "C", "O", "H", "H", "H", "H", "H", "H", "H", "H", "H", "H", "H", "H", "H", "H", "H", "H", "H", "H", "H", "H", "H", "H", "H", "H", "H", "H", "H", "H"], "coordinates": [[0.2464, 3.5899, 1.5193], [0.1858, 2.2921, 0.8559], [-0.9031, 1.7441, 0.2462], [-2.0292, 2.3174, 0.1639], [-0.6089, 0.4384, -0.5566], [0.1546, 0.6599, -1.8876], [-0.4395, 1.6521, -2.8898], [-1.8443, 1.3086, -3.4106], [-2.8050, 1.6707, -2.3507], [-3.9060, 1.0669, -2.0269], [-4.4498, 0.1531, -2.7363], [-4.4961, 1.3815, -0.9202], [0.0812, -0.6282, 0.2022], [1.3230, -0.6036, 0.6884], [2.1451, 0.2933, 0.4560], [1.6025, -1.8079, 1.6231], [2.9351, -2.4668, 1.3282], [2.7684, -3.5421, 0.2615], [2.2765, -2.9640, -1.0476], [3.1421, -2.4178, -1.8616], [1.0848, -3.0678, -1.3868], [1.6164, -1.4064, 3.0014], [0.5764, -0.8758, 3.6025], [0.7398, -0.3920, 4.9854], [-0.5327, -0.7768, 3.0441], [-0.0853, 4.4124, 0.8772], [-0.3511, 3.6156, 2.4320], [1.2998, 3.8259, 1.7583], [1.0134, 1.7439, 0.8358], [-1.5663, 0.0758, -0.7684], [0.1965, -0.3185, -2.3572], [1.1671, 1.0152, -1.6734], [0.2200, 1.6400, -3.7713], [-0.4003, 2.6377, -2.4066], [-1.9348, 0.2639, -3.6848], [-2.0915, 1.9295, -4.2658], [-2.5219, 2.3860, -1.7118], [-4.0334, -0.0213, -3.6465], [-5.3273, -0.2127, -2.5062], [-5.3840, 0.9536, -0.6912], [-3.9809, 1.9824, -0.3117], [-0.3975, -1.4641, 0.4624], [0.8140, -2.5342, 1.4751], [3.3603, -2.9243, 2.2129], [3.6712, -1.6978, 0.9948], [2.0557, -4.2910, 0.6381], [3.7098, -4.0552, 0.1235], [4.1103, -2.2583, -1.5851], [2.7529, -2.0734, -2.7106], [2.4809, -1.3897, 3.4694], [1.5191, 0.3991, 5.0296], [-0.2385, -0.0337, 5.2961], [1.0780, -1.2258, 5.5819]], "forces_ev_per_angstrom": [[0.24, 0.38, 0.01], [-2.10, 0.11, -0.54], [0.40, 1.57, 0.03], [1.99, -0.87, 0.41], [1.54, 0.21, 0.63], [-0.22, 0.34, 0.06], [0.11, -0.53, -0.16], [-0.15, 1.19, 0.84], [1.06, -0.01, -1.27], [0.57, 0.99, 0.78], [0.67, -2.04, -3.54], [-1.39, 0.55, 1.64], [-0.12, 0.84, -0.19], [0.36, 0.51, -0.17], [-0.35, -0.64, 0.53], [0.59, 0.09, -0.09], [0.72, 0.52, -0.91], [-0.02, -0.07, 0.32], [-2.72, -1.77, 0.51], [2.09, 0.75, -0.15], [0.81, 0.26, 0.58], [0.51, -0.23, -0.96], [-3.34, 0.98, -0.39], [0.63, 0.59, 0.31], [1.16, -0.31, 0.19], [-0.19, -0.33, -0.08], [0.06, -0.09, -0.05], [-0.53, -0.40, -0.01], [0.91, -0.53, -0.12], [-1.42, -0.80, -0.31], [0.25, -0.26, 0.02], [-0.11, -0.34, 0.09], [-0.09, 0.31, 0.36], [-0.25, 0.09, -0.54], [0.06, -0.27, 0.08], [0.16, -0.07, -0.36], [0.40, 0.26, 0.47], [-0.65, -0.26, 0.29], [-1.10, -0.69, 0.12], [0.38, 0.42, 0.31], [0.00, 0.21, 0.92], [-0.83, -0.01, -0.02], [-0.29, -0.22, 0.05], [-0.11, -0.12, 0.30], [-0.50, -0.36, 0.24], [0.07, 0.28, -0.43], [0.35, -0.11, -0.19], [-0.59, -0.02, -0.45], [0.19, 0.36, -0.55], [1.07, 0.01, 0.46], [-0.56, -0.36, 0.10], [0.26, 0.06, 0.27], [0.03, -0.15, 0.55]], "total_charge": 1, "multiplicity": 1, "homo_ev": -11.8, "smiles": "CNC(=O)[C@@H](CCCNC(N)=[NH2+])NC(=O)[C@@H](CCC(N)=O)NC(C)=O", "e_above_lowest_kcal_mol": 0.00}



No. 5
{"formula": "C8H16As3CuF18NaO6Pt2", "method": "the ωB97M-V functional and the def2-TZVPD basis", "elements": ["Na", "Pt", "Pt", "Cu", "As", "F", "F", "F", "F", "F", "F", "As", "F", "F", "F", "F", "F", "F", "As", "F", "F", "F", "F", "F", "F", "O", "C", "O", "O", "H", "O", "C", "O", "O", "H", "C", "C", "C", "C", "C", "C", "H", "H", "H", "H", "H", "H", "H", "H", "H", "H", "H", "H", "H", "H"], "coordinates": [[-4.6922, 0.3883, 1.2529], [2.7501, -0.7244, 2.1569], [-1.0305, -1.7933, -0.9074], [-0.1751, -3.4981, 3.9742], [1.5970, -4.0848, 0.6594], [2.9424, -5.2302, 0.9737], [2.3557, -3.6626, -0.9088], [0.2546, -3.0178, 0.2333], [0.9175, -4.5117, 2.2162], [2.5477, -2.6600, 1.2728], [0.8297, -5.4958, -0.2788], [-3.3367, -3.8713, 1.5499], [-4.1195, -2.2752, 2.0100], [-4.5986, -4.5979, 2.5725], [-2.7166, -5.5901, 1.1270], [-2.1830, -3.1234, 0.4237], [-2.1118, -3.7280, 2.7898], [-4.5513, -4.0798, 0.2107], [-1.0110, 0.0753, 2.5276], [-1.0548, 1.5413, 1.4940], [-0.7892, 0.9952, 4.0789], [-1.0545, -1.4661, 3.4032], [-1.0845, -0.8938, 0.9411], [0.7130, -0.0266, 2.2186], [-2.7957, 0.1451, 2.7106], [2.1790, -1.6332, 5.9817], [2.1957, -1.2919, 4.6836], [2.8449, -0.3110, 4.3147], [1.7449, -1.9972, 3.7795], [2.4565, -0.8453, 6.4547], [2.8992, -1.0517, -1.9545], [2.0457, -0.6044, -1.1458], [2.4753, -0.2599, -0.0548], [0.7931, -0.6663, -1.3312], [3.5739, -0.5966, -1.4454], [1.8442, 3.6353, -5.1665], [1.3561, 2.7481, -3.9645], [0.2946, 3.5040, -3.2076], [-0.5185, 2.7040, -2.1531], [-1.8533, 3.3260, -1.6666], [-1.5410, 4.7434, -1.0657], [2.6148, 4.3530, -4.8851], [1.0939, 4.3341, -5.5366], [2.2149, 3.0099, -5.9786], [1.0598, 1.7567, -4.3070], [2.2423, 2.5273, -3.3694], [-0.4526, 3.9137, -3.8872], [0.7123, 4.3395, -2.6458], [-0.6818, 1.7770, -2.7027], [0.0697, 2.4462, -1.2724], [-2.5282, 3.3541, -2.5221], [-2.3435, 2.6727, -0.9448], [-0.9542, 5.3667, -1.7405], [-2.4403, 5.3166, -0.8402], [-1.0000, 4.6146, -0.1282]], "forces_ev_per_angstrom": [[0.56, -0.64, 0.25], [-0.09, 0.85, 0.26], [-0.25, 0.77, -3.91], [0.30, 0.40, -0.72], [2.38, -4.14, -4.63], [-1.27, 1.79, 0.30], [-0.77, -0.07, 1.59], [1.36, -1.15, 1.74], [-0.11, 0.78, -0.38], [-0.67, -2.48, -0.49], [0.44, 2.45, 2.07], [-3.34, -3.49, -1.95], [1.24, -0.76, -0.70], [1.72, 0.63, -0.17], [-0.60, 3.01, 0.87], [-1.87, -1.26, 1.51], [-0.18, -0.04, 0.37], [1.66, 0.86, 1.19], [-0.72, 1.51, -0.05], [-0.18, -1.52, 1.44], [-0.20, -1.43, -2.43], [0.27, 1.13, -0.43], [-0.67, 1.80, 3.52], [-1.22, 0.82, 0.64], [1.01, 0.10, -0.53], [-1.01, -0.05, -1.04], [1.24, -0.44, 0.93], [1.74, 2.82, -0.25], [-1.97, -2.77, -0.50], [0.27, 0.22, 0.40], [2.03, 0.02, -3.01], [-7.32, -1.90, 1.22], [2.53, 2.25, 4.98], [1.21, 0.64, -1.44], [2.49, -0.62, -0.73], [-0.01, -0.21, 0.43], [0.84, 0.83, -0.97], [-1.03, 0.17, 1.78], [-0.01, -0.72, -0.56], [1.28, 0.93, -0.58], [-0.78, -0.81, -0.14], [0.42, -0.37, 0.29], [-0.54, -0.52, -0.19], [0.03, 0.19, -0.06], [-0.54, 0.13, -0.17], [-0.05, 0.14, 0.40], [0.08, 0.11, -0.31], [0.39, 0.30, -0.46], [-0.48, -0.46, 0.47], [0.29, 0.00, -0.04], [-0.12, 0.42, -0.08], [0.20, 0.01, 0.26], [0.04, -0.21, -0.02], [-0.15, -0.09, 0.04], [0.16, 0.05, -0.03]], "multiplicity": 6, "homo_ev": [-6.7, -9.6], "s2": 8.758}



No. 6
{"formula": "C7H14O", "method": "the ωB97M-V functional and the def2-TZVPD basis", "elements": ["C", "C", "C", "C", "C", "C", "C", "H", "H", "H", "H", "H", "H", "H", "H", "H", "H", "H", "H", "O", "H", "H"], "coordinates": [[-2.3479, -0.6994, 1.2031], [-1.7329, 0.3637, 1.7062], [-0.6047, 1.0294, 0.9969], [0.6752, 0.7168, 1.0652], [1.7399, 1.4228, 0.2761], [2.0792, 0.7480, -1.0547], [2.5835, -0.6913, -0.9419], [-2.0775, -1.1914, 0.2827], [-3.2130, -1.1220, 1.7153], [-1.9996, 0.7699, 2.6739], [-0.8943, 1.8555, 0.3578], [1.0340, -0.1067, 1.6634], [1.4856, 2.4696, 0.1113], [2.6555, 1.4822, 0.8703], [1.2282, 0.8242, -1.7214], [2.8540, 1.3581, -1.5467], [3.5031, -0.7257, -0.3521], [2.8052, -1.0435, -1.9581], [1.8218, -1.3274, -0.5094], [-2.3655, -1.8461, -2.1529], [-1.9519, -2.3216, -2.8892], [-2.1499, -2.4096, -1.3913]], "forces_ev_per_angstrom": [[-0.69, -0.07, 0.72], [0.75, -0.39, -0.55], [-0.50, 0.01, 0.20], [0.47, 0.08, -0.30], [0.35, 0.10, 0.13], [0.57, 0.47, -0.08], [-0.03, 0.60, -0.59], [0.20, 0.34, -0.17], [0.25, 0.00, 0.01], [-0.33, 0.08, -0.03], [0.00, 0.22, -0.04], [-0.21, -0.25, 0.25], [-0.32, 0.01, -0.17], [0.07, -0.19, 0.12], [-0.38, -0.24, -0.07], [-0.07, -0.16, 0.15], [-0.13, -0.14, 0.03], [0.02, -0.16, 0.32], [-0.04, -0.27, 0.17], [0.36, -0.62, 0.10], [-0.18, 0.26, 0.12], [-0.17, 0.28, -0.30]], "multiplicity": 1, "homo_ev": -9.4, "smiles": "C=C/C=C/CCC.O", "e_above_lowest_kcal_mol": 37.93}



Record order is preserved below.
DFT total energy: -1801.438542, -3408.319208, -139.724054, -1234.429194, -11312.207117, -350.299025 hartree